This record from the Open Molecules 2025 dataset describes a cluster of 4 separate species, C33H62N2O13S5 in total in a non-equilibrium geometry. The level of theory is wB97M-V/def2-TZVPD.

```
115
Properties=species:S:1:pos:R:3:mulliken_charge:R:1
C 7.045 -3.482 0.582 -1.17
C 6.255 -4.061 -0.607 -0.61
C 5.364 -3.038 -1.325 0.89
C 5.123 -3.438 -2.781 -1.91
N 3.912 -2.850 -3.411 0.53
C 2.963 -3.862 -3.906 -1.10
C 2.137 -4.427 -2.751 -0.37
C 0.779 -3.724 -2.606 -0.30
C -0.098 -4.296 -1.463 -1.31
C -0.231 -3.348 -0.306 0.66
C -1.339 -2.745 0.124 -0.41
N -2.616 -2.832 -0.499 0.38
C -2.705 -2.123 -1.779 -1.11
C -3.349 -4.002 -0.421 0.78
C -3.027 -4.922 0.724 -0.90
O -4.212 -4.225 -1.223 -0.66
C -1.257 -1.912 1.365 0.27
O -2.181 -1.863 2.126 -0.66
C 0.027 -1.202 1.642 1.29
C -0.077 0.075 2.429 -1.79
C 1.155 -1.763 1.185 0.14
C 2.534 -1.190 1.322 -1.29
C 2.894 -0.274 0.138 0.31
O 3.694 0.794 0.630 -0.63
C 1.020 -3.069 0.474 0.23
O 1.887 -3.907 0.533 -0.67
C 4.096 -1.690 -4.113 0.22
S 4.884 -0.385 -3.508 -0.28
S 3.483 -1.678 -5.796 -0.21
C 2.271 -0.346 -5.679 -0.67
C 0.818 -0.842 -5.544 -0.31
C 0.091 -0.248 -4.329 -0.79
H 7.053 -2.387 0.560 0.34
H 6.622 -3.799 1.541 0.28
H 8.091 -3.810 0.576 0.32
H 6.945 -4.517 -1.332 0.37
H 5.612 -4.874 -0.239 0.37
H 5.808 -2.039 -1.280 0.48
H 4.384 -2.968 -0.827 -0.63
H 4.974 -4.523 -2.829 0.46
H 5.995 -3.173 -3.394 0.48
H 3.492 -4.668 -4.433 0.22
H 2.317 -3.362 -4.627 0.50
H 1.995 -5.507 -2.881 0.26
H 2.690 -4.281 -1.814 0.17
H 0.973 -2.654 -2.419 0.04
H 0.229 -3.792 -3.556 0.47
H -1.084 -4.591 -1.839 0.44
H 0.376 -5.205 -1.070 0.52
H -3.738 -1.805 -1.943 0.48
H -2.402 -2.769 -2.614 0.27
H -2.057 -1.242 -1.739 0.39
H -2.578 -5.840 0.322 0.26
H -2.375 -4.489 1.479 0.30
H -3.972 -5.186 1.211 0.34
H -0.093 0.941 1.754 0.27
H -0.997 0.078 3.020 0.37
H 0.772 0.196 3.115 0.41
H 2.623 -0.597 2.239 0.55
H 3.240 -2.027 1.368 0.40
H 1.980 0.107 -0.343 0.31
H 3.455 -0.841 -0.619 -0.30
H 3.572 1.575 0.069 0.33
H 2.411 0.293 -6.557 0.45
H 2.588 0.248 -4.816 0.25
H 0.809 -1.937 -5.484 0.26
H 0.273 -0.567 -6.456 0.42
H 0.786 -0.047 -3.503 0.19
H -0.404 0.693 -4.568 0.47
H -0.670 -0.945 -3.954 -0.05
C 1.456 5.624 0.162 -0.94
C 0.038 5.546 0.679 -0.16
O -0.933 5.250 -0.366 -0.25
S -1.015 3.766 -0.886 1.28
C -2.545 3.902 -1.736 -1.01
O -1.143 2.883 0.237 -0.63
O 0.037 3.511 -1.825 -0.66
H 1.816 4.655 -0.180 0.21
H 2.104 5.974 0.965 0.41
H 1.521 6.321 -0.674 0.26
H -0.070 4.802 1.468 0.30
H -0.300 6.503 1.072 0.14
H -3.328 4.108 -1.013 0.33
H -2.711 2.944 -2.226 0.35
H -2.461 4.698 -2.471 0.34
C -5.135 -1.826 4.644 -1.12
C -3.794 -2.403 5.031 0.05
O -3.907 -3.656 5.775 -0.32
S -4.265 -4.947 4.940 1.21
C -3.819 -6.143 6.146 -1.04
O -3.380 -5.012 3.813 -0.52
O -5.675 -5.014 4.704 -0.65
H -5.642 -2.448 3.909 0.27
H -4.975 -0.838 4.211 0.39
H -5.782 -1.732 5.517 0.34
H -3.158 -2.569 4.164 0.08
H -3.262 -1.754 5.723 0.28
H -2.750 -6.074 6.328 0.31
H -4.080 -7.112 5.727 0.38
H -4.390 -5.951 7.050 0.37
C -2.255 10.703 -0.458 -0.86
C -2.358 11.477 0.836 -0.37
O -3.120 10.777 1.858 -0.29
S -2.401 9.580 2.603 1.24
C -3.544 9.413 3.925 -0.97
O -1.131 10.032 3.087 -0.68
O -2.439 8.404 1.786 -0.53
H -1.655 9.802 -0.341 0.19
H -1.787 11.338 -1.212 0.38
H -3.244 10.410 -0.809 0.27
H -1.378 11.722 1.247 0.35
H -2.911 12.404 0.704 0.28
H -3.518 10.318 4.526 0.33
H -3.216 8.553 4.505 0.37
H -4.532 9.239 3.509 0.32
```

The energy above the lowest of the compared OMol25 structures with the same formula, charge and spin comes out at 0.0 kcal per mole. For the orbital gap, the calculation gives 7.35 eV. As for the SMILES: CCCCN(CCCCC1=C(N(C)C(C)=O)C(=O)C(C)=C(CCO)C1=O)C(=S)SCCC.CCOS(C)(=O)=O.CCOS(C)(=O)=O.CCOS(C)(=O)=O. For the calculated total energy, the calculation gives -118998.68859 eV. Its HOMO energy is -8.049 eV. The value obtained for the lowest unoccupied orbital energy is -0.6986 eV.

---

This record from the Open Molecules 2025 dataset describes a structure of composition C44H94AsF6O24P2S8 in a non-equilibrium geometry. The level of theory is wB97M-V/def2-TZVPD.

```
179
Properties=species:S:1:pos:R:3:mulliken_charge:R:1
As 6.353 -16.882 1.580 2.04
F 5.136 -16.246 0.373 -0.51
F 6.208 -15.438 2.657 -0.51
F 7.571 -17.407 2.737 -0.48
F 6.491 -18.493 0.672 -0.54
F 7.669 -16.127 0.652 -0.49
F 5.049 -17.630 2.550 -0.51
C -1.086 -15.130 2.528 -0.58
C -1.844 -16.368 2.916 -0.57
C -2.681 -16.023 4.151 -0.70
S -1.846 -14.666 5.101 1.08
O -1.184 -15.229 6.242 -0.62
O -2.668 -13.496 5.135 -0.62
C -0.556 -14.487 3.820 -0.77
H -1.730 -14.435 1.989 0.25
H -0.309 -15.368 1.802 0.37
H -1.114 -17.162 3.074 0.29
H -2.336 -16.635 1.980 0.32
H -2.944 -16.866 4.790 0.41
H -3.587 -15.523 3.809 0.33
H 0.319 -15.053 4.141 0.35
H -0.216 -13.452 3.849 0.45
C 2.499 -23.576 0.818 -0.65
C 1.115 -24.230 0.691 -0.56
C 1.272 -25.464 -0.219 -0.58
S 2.732 -25.204 -1.263 1.09
O 2.481 -24.984 -2.671 -0.64
O 3.749 -26.079 -0.702 -0.63
C 3.084 -23.516 -0.608 -0.75
H 3.183 -24.217 1.374 0.31
H 2.432 -22.569 1.231 0.38
H 0.223 -23.666 0.419 0.33
H 0.893 -24.519 1.719 0.28
H 0.475 -25.546 -0.959 0.33
H 1.395 -26.456 0.216 0.35
H 2.418 -22.772 -1.046 0.30
H 4.122 -23.244 -0.801 0.44
C 12.527 -18.258 -2.679 -0.62
C 12.268 -19.572 -1.882 -0.61
C 13.626 -20.378 -1.834 -0.67
S 14.293 -20.112 -3.543 1.10
O 13.926 -21.280 -4.317 -0.64
O 15.711 -19.646 -3.343 -0.67
C 13.254 -18.684 -3.977 -0.65
H 13.208 -17.572 -2.175 0.30
H 11.593 -17.709 -2.795 0.37
H 11.454 -20.115 -2.363 0.30
H 12.008 -19.319 -0.854 0.33
H 13.536 -21.437 -1.592 0.38
H 14.390 -19.974 -1.169 0.34
H 12.583 -19.228 -4.642 0.35
H 13.775 -17.861 -4.467 0.39
C 8.740 -23.719 4.120 -0.56
C 9.915 -23.657 5.073 -0.58
C 10.578 -25.005 5.097 -0.68
S 10.697 -25.538 3.379 1.05
O 10.253 -26.931 3.263 -0.64
O 11.992 -25.142 2.806 -0.62
C 9.280 -24.386 2.871 -0.69
H 8.402 -22.714 3.865 0.29
H 7.873 -24.267 4.487 0.31
H 9.515 -23.317 6.028 0.31
H 10.679 -23.005 4.648 0.32
H 9.899 -25.696 5.595 0.33
H 11.524 -25.142 5.619 0.43
H 8.569 -24.988 2.305 0.39
H 9.621 -23.670 2.123 0.36
C 5.831 -11.655 8.094 -0.56
C 5.454 -10.393 8.934 -0.59
C 6.709 -9.981 9.624 -0.64
S 7.986 -10.160 8.435 1.08
O 9.038 -10.972 9.082 -0.66
O 8.234 -8.831 7.748 -0.66
C 7.055 -11.205 7.315 -0.66
H 5.042 -11.857 7.369 0.29
H 6.138 -12.531 8.665 0.31
H 4.706 -10.636 9.689 0.31
H 4.999 -9.630 8.302 0.31
H 6.882 -10.682 10.441 0.33
H 6.829 -9.012 10.108 0.41
H 7.725 -11.994 6.972 0.40
H 6.738 -10.593 6.470 0.36
C 4.038 -21.954 8.736 -0.65
C 3.363 -21.158 7.588 -0.60
C 2.804 -19.741 8.208 -0.59
S 3.592 -19.617 9.858 1.05
O 2.672 -20.118 10.870 -0.64
O 4.320 -18.358 10.109 -0.64
C 4.846 -21.000 9.640 -0.72
H 4.650 -22.767 8.344 0.38
H 3.330 -22.393 9.438 0.32
H 2.560 -21.739 7.133 0.30
H 4.051 -21.111 6.744 0.32
H 1.716 -19.802 8.243 0.38
H 3.273 -18.915 7.673 0.36
H 5.173 -21.350 10.619 0.40
H 5.746 -20.640 9.142 0.34
C 13.650 -9.375 2.370 -0.62
C 13.065 -10.752 2.102 -0.65
C 12.274 -10.787 0.757 -0.66
S 11.440 -9.198 0.789 1.08
O 10.129 -9.410 1.460 -0.64
O 11.438 -8.598 -0.526 -0.66
C 12.582 -8.388 1.922 -0.63
H 14.553 -9.229 1.776 0.33
H 13.904 -9.190 3.414 0.28
H 12.339 -10.821 2.911 0.34
H 13.880 -11.476 2.100 0.36
H 11.536 -11.554 0.523 0.41
H 13.103 -10.867 0.054 0.31
H 11.949 -8.023 2.731 0.41
H 13.075 -7.594 1.361 0.34
C 5.261 -19.580 -6.405 -0.57
C 4.359 -18.437 -6.821 -0.55
C 5.230 -17.262 -7.233 -0.66
S 7.033 -17.718 -6.846 1.02
O 7.616 -16.599 -6.089 -0.65
O 7.791 -18.332 -7.934 -0.62
C 6.479 -19.053 -5.741 -0.66
H 5.448 -20.132 -7.326 0.32
H 4.747 -20.220 -5.687 0.31
H 3.767 -18.129 -5.960 0.31
H 3.691 -18.779 -7.612 0.26
H 5.012 -16.405 -6.595 0.30
H 5.142 -16.727 -8.178 0.45
H 6.352 -18.554 -4.780 0.36
H 7.263 -19.807 -5.666 0.38
C 4.758 -10.728 -4.854 -1.12
C 4.761 -10.204 -6.330 -0.31
O 3.480 -9.966 -6.760 -0.17
P 3.141 -10.011 -8.341 0.73
O 4.292 -10.240 -9.265 -0.77
O 2.245 -8.741 -8.601 -0.27
C 1.059 -8.477 -7.890 0.06
C 0.787 -6.964 -7.933 -1.30
O 2.186 -11.272 -8.420 -0.16
C 1.428 -11.472 -9.617 -0.45
C 0.056 -12.001 -9.188 -1.06
H 5.774 -10.605 -4.477 0.37
H 4.101 -10.136 -4.216 0.29
H 4.588 -11.803 -4.792 0.28
H 5.423 -9.349 -6.465 0.30
H 5.135 -10.967 -7.013 0.37
H 0.188 -8.898 -8.391 0.12
H 1.130 -8.991 -6.931 0.40
H 1.696 -6.527 -7.521 0.35
H 0.570 -6.494 -8.893 0.30
H 0.029 -6.738 -7.183 0.38
H 1.359 -10.536 -10.172 0.35
H 2.014 -12.104 -10.284 0.41
H -0.583 -11.859 -10.060 0.33
H 0.160 -13.062 -8.963 0.33
H -0.258 -11.397 -8.336 0.24
C -5.208 -14.069 -2.622 -1.28
C -4.008 -13.166 -3.080 -0.18
O -3.490 -12.490 -1.985 -0.20
P -3.143 -10.883 -2.051 0.69
O -4.131 -10.016 -2.716 -0.76
O -1.753 -10.837 -2.872 -0.16
C -0.562 -11.396 -2.463 -0.01
C -0.495 -12.732 -3.097 -1.31
O -2.777 -10.450 -0.531 -0.24
C -2.593 -9.121 -0.134 -0.22
C -1.352 -8.456 -0.603 -1.10
H -5.091 -14.479 -1.619 0.31
H -6.109 -13.456 -2.650 0.32
H -5.435 -14.850 -3.348 0.38
H -3.194 -13.757 -3.499 0.24
H -4.318 -12.517 -3.899 0.39
H 0.243 -10.770 -2.848 0.30
H -0.554 -11.557 -1.385 0.28
H -0.749 -12.612 -4.150 0.33
H 0.491 -13.191 -3.016 0.44
H -1.137 -13.513 -2.690 0.21
H -3.425 -8.559 -0.557 0.30
H -2.540 -9.134 0.955 0.31
H -0.462 -9.051 -0.397 0.26
H -1.404 -8.265 -1.675 0.28
H -1.216 -7.538 -0.032 0.41
```

The energy above the lowest of the compared OMol25 structures with the same formula, charge and spin comes out at 143.8 kcal per mole. The total charge is -1. For the orbital gap, the calculation gives 9.97 eV. For the calculated total energy, the calculation gives -278699.24867 eV. Its HOMO energy is -8.622 eV. The value obtained for the lowest unoccupied orbital energy is 1.3461 eV.

---

This record from the Open Molecules 2025 dataset describes a structure of composition C47H42F6OP3Sn. The level of theory is wB97M-V/def2-TZVPD.

```
100
Properties=species:S:1:pos:R:3:mulliken_spin:R:1
Sn -0.334 -0.114 0.517 0.04
C 0.177 -1.407 -2.596 0.00
C -0.941 -1.889 -2.031 0.00
C -0.558 -2.907 -0.986 0.00
C 0.949 -2.834 -0.980 0.00
C 1.349 -1.993 -1.945 0.00
H 0.230 -0.709 -3.419 0.00
H -1.965 -1.668 -2.296 0.00
H -0.847 -3.903 -1.352 0.00
H 1.569 -3.446 -0.343 0.00
H 2.370 -1.788 -2.225 0.00
O 1.528 3.249 1.507 -0.08
C 2.403 4.051 0.810 0.01
C 3.454 4.751 1.383 0.00
C 4.260 5.543 0.580 0.00
C 4.042 5.647 -0.789 0.00
C 3.035 4.901 -1.370 0.04
C 2.218 4.093 -0.572 0.11
P 1.209 2.834 -1.325 0.28
C 2.302 1.485 -1.767 0.11
C 2.624 1.186 -3.093 0.06
C 3.674 0.317 -3.355 -0.01
C 4.395 -0.248 -2.311 0.03
C 4.059 0.029 -0.991 -0.01
C 3.017 0.897 -0.717 0.00
C 0.096 3.403 -2.541 0.10
C -0.523 2.486 -3.408 0.03
C -1.505 2.923 -4.270 -0.03
C -1.889 4.262 -4.264 0.10
C -1.294 5.170 -3.393 -0.03
C -0.310 4.748 -2.523 0.06
C 1.270 3.511 2.845 0.01
C 1.246 4.807 3.337 0.00
C 1.051 5.019 4.691 0.00
C 0.878 3.943 5.552 0.00
C 0.811 2.663 5.035 0.00
C 0.985 2.424 3.667 0.00
P 0.549 0.782 3.020 0.02
C 1.982 -0.312 3.135 0.00
C 3.260 0.170 3.406 0.00
C 4.348 -0.692 3.365 0.00
C 4.167 -2.032 3.050 0.00
C 2.894 -2.517 2.774 0.00
C 1.806 -1.660 2.806 0.00
C -0.686 0.242 4.222 0.00
C -1.900 0.932 4.179 0.00
C -2.866 0.690 5.140 0.00
C -2.631 -0.252 6.135 0.00
C -1.431 -0.948 6.170 0.00
C -0.449 -0.697 5.220 0.00
H 3.640 4.691 2.446 0.00
H 5.073 6.091 1.037 0.00
H 4.669 6.283 -1.398 0.00
H 2.887 4.923 -2.443 0.00
H 2.089 1.654 -3.909 0.00
H 3.943 0.100 -4.380 0.00
H 5.226 -0.907 -2.529 0.00
H 4.613 -0.417 -0.175 0.00
H 2.791 1.160 0.313 0.07
H -0.249 1.440 -3.381 0.02
H -1.985 2.225 -4.942 0.00
H -2.666 4.599 -4.937 0.00
H -1.607 6.205 -3.391 0.00
H 0.142 5.446 -1.830 0.01
H 1.388 5.643 2.666 0.00
H 1.037 6.030 5.073 0.00
H 0.752 4.104 6.613 0.00
H 0.592 1.836 5.697 0.00
H 3.403 1.211 3.668 0.00
H 5.338 -0.318 3.593 0.00
H 5.016 -2.703 3.031 0.00
H 2.750 -3.565 2.545 0.00
H 0.812 -2.059 2.611 0.00
H -2.090 1.666 3.400 0.00
H -3.802 1.231 5.111 0.00
H -3.384 -0.442 6.887 0.00
H -1.251 -1.678 6.948 0.00
H 0.497 -1.221 5.268 0.00
C -3.677 -4.327 1.985 0.00
C -2.712 -3.240 2.487 0.00
C -1.833 -3.805 3.610 0.00
C -3.505 -2.027 2.977 0.00
C -1.851 -2.876 1.346 0.00
C -1.203 -2.750 0.331 0.00
H -4.330 -4.626 2.806 0.00
H -3.136 -5.208 1.639 0.00
H -4.298 -3.953 1.171 0.00
H -2.464 -4.111 4.445 0.00
H -1.134 -3.051 3.976 0.00
H -1.270 -4.674 3.270 0.00
H -4.118 -2.325 3.829 0.00
H -4.161 -1.639 2.199 0.00
H -2.838 -1.230 3.304 0.00
F -1.200 2.140 0.648 0.02
P -2.772 1.816 0.072 0.01
F -2.515 0.318 0.927 0.00
F -2.770 3.167 -0.721 0.00
F -3.336 2.428 1.401 0.00
F -2.005 1.045 -1.162 0.00
F -4.156 1.307 -0.427 0.00
```

The energy above the lowest of the compared OMol25 structures with the same formula, charge and spin comes out at 8.4 kcal per mole. The total charge is +2. For the orbital gap (spin up / spin down), the calculation gives 7.59 / 5.58 eV. For the calculated total energy, the calculation gives -101460.75646 eV. Its HOMO energy (spin up / spin down) is -13.345 / -13.346 eV. The value obtained for the lowest unoccupied orbital energy (spin up / spin down) is -5.7565 / -7.7669 eV. As for the spin multiplicity: 2.

---

This record from the Open Molecules 2025 dataset describes a cluster of 2 separate species, C9H19N2OP in total in a non-equilibrium geometry. The level of theory is wB97M-V/def2-TZVPD.

```
32
Properties=species:S:1:pos:R:3:mulliken_charge:R:1
C -2.168 -0.345 0.345 -0.20
C -1.193 1.503 -2.127 -1.14
C -0.210 -0.826 -2.571 -1.49
C 0.413 -2.146 0.122 -1.97
C 1.853 -0.222 1.055 -0.98
C -1.564 1.815 1.343 -1.22
C -0.030 0.449 -1.835 0.33
C 1.014 -0.747 -0.062 0.36
C -1.477 0.393 1.272 1.19
N -2.728 -0.994 -0.423 -0.58
N 0.177 0.365 -0.454 -0.15
O -1.009 -0.292 2.382 -0.29
P -0.167 0.313 3.706 -0.11
H -2.211 1.398 -1.563 0.18
H -0.714 2.509 -1.711 0.27
H -1.372 1.415 -3.259 0.35
H 0.412 -1.678 -2.312 0.34
H -0.230 -0.808 -3.740 0.30
H -1.189 -1.010 -2.362 0.55
H -0.640 -2.117 -0.297 0.32
H 0.990 -2.811 -0.394 0.49
H 0.370 -2.401 1.095 0.63
H 1.103 0.397 1.625 -0.11
H 2.787 0.232 0.889 0.39
H 2.090 -1.079 1.846 0.27
H -0.610 2.346 1.654 0.31
H -1.965 2.332 0.383 0.24
H -2.242 2.236 2.082 0.46
H 0.901 1.087 -2.144 0.35
H 1.715 -0.818 -0.904 0.76
H -1.305 -0.038 4.611 0.07
H 0.057 -1.048 4.085 0.08
```

The energy above the lowest of the compared OMol25 structures with the same formula, charge and spin comes out at 143.2 kcal per mole. For the orbital gap (spin up / spin down), the calculation gives 8.45 / 7.38 eV. For the calculated total energy, the calculation gives -23951.05509 eV. Its HOMO energy (spin up / spin down) is -8.578 / -7.431 eV. The value obtained for the lowest unoccupied orbital energy (spin up / spin down) is -0.1275 / -0.0535 eV.